# 1
An isolated molecule of C3H3ClN2O in a non-equilibrium geometry, computed with ωB97M-V with the def2-TZVPD basis set.

Results
**Total charge**: 0
**Calculated total energy**: -20706.687 eV
**Structure (SMILES)**: [H]/N=C1\CN(Cl)C1=O

Atoms and positions in Å:
C (0.736, 0.403, -0.355)
C (0.711, -0.592, 0.783)
C (-0.888, 0.389, -0.257)
N (1.662, 0.679, -1.175)
N (-0.671, -0.516, 0.807)
O (1.563, -1.027, 1.516)
Cl (-1.862, -1.453, 1.615)
H (-1.278, 1.228, 0.153)
H (-1.497, -0.177, -1.044)
H (1.524, 1.065, -2.043)

Atomic forces in eV per Å
-0.72 -0.27 -2.69
1.64 0.68 2.26
0.82 -2.69 -2.63
-0.19 -2.10 4.05
0.44 -2.06 1.77
-1.10 -0.37 -0.81
0.92 0.61 -0.54
-1.56 3.00 0.33
0.86 1.54 0.43
-1.11 1.65 -2.17

Löwdin population analysis, charges in e, atoms 1 to 6:
1. C -0.1732
2. C -0.4595
3. C -0.1102
4. N 0.2066
5. N -0.5050
6. O 0.1079

=====

# 2
An isolated molecule of C3H3ClN2O in a non-equilibrium geometry, computed with ωB97M-V with the def2-TZVPD basis set.

Results
**Total charge**: 0
**Calculated total energy**: -20706.632 eV
**Structure (SMILES)**: N#CCO/C=N/Cl

Atoms and positions in Å:
C (-0.192, 1.910, -0.717)
C (1.787, -0.511, -0.109)
C (-0.608, 0.664, -0.113)
N (0.203, 2.861, -1.212)
N (2.819, 0.194, 0.193)
O (0.453, -0.363, -0.243)
Cl (4.286, -0.665, 0.171)
H (1.925, -1.575, -0.357)
H (-0.829, 0.818, 0.948)
H (-1.451, 0.220, -0.641)

Atomic forces in eV per Å
0.05 -0.01 -0.11
1.56 -1.47 -0.16
1.79 -0.63 0.50
0.06 0.49 -0.20
-2.58 0.93 -0.04
-0.98 0.68 0.08
-0.13 -0.21 -0.08
0.13 0.27 0.08
-0.02 -0.11 -0.20
0.12 0.07 0.13

Löwdin population analysis, charges in e, atoms 1 to 6:
1. C -0.1947
2. C -0.3569
3. C -0.0991
4. N 0.1788
5. N -0.4088
6. O -0.0667

=====

# 3
An isolated molecule of C3H3ClN2OS in a non-equilibrium geometry, computed with ωB97M-V with the def2-TZVPD basis set.

Results
**Total charge**: 0
**Calculated total energy**: -31543.391 eV
**Structure (SMILES)**: [H]/N=C(\Cl)NC(=O)C=S

Atoms and positions in Å:
C (1.003, -0.466, 0.665)
C (-1.282, 0.123, -0.337)
C (1.787, 0.409, -0.199)
N (-2.473, 0.096, 0.152)
N (-0.335, -0.602, 0.327)
O (1.564, -1.160, 1.482)
S (3.375, 0.386, 0.220)
Cl (-0.979, 0.920, -1.786)
H (1.376, 1.037, -0.990)
H (-3.104, 0.430, -0.527)
H (-0.931, -1.172, 0.992)

Atomic forces in eV per Å
-0.29 -1.21 -0.45
-2.59 0.14 1.30
3.01 0.99 0.38
2.16 -0.84 0.09
-1.06 -1.65 2.22
-1.57 0.05 0.23
-0.93 0.86 -1.29
0.72 0.57 -1.36
0.14 -0.32 0.28
-1.10 0.81 -0.71
1.51 0.60 -0.70

Löwdin population analysis, charges in e, atoms 1 to 6:
1. C -0.5918
2. C -0.8873
3. C -0.5179
4. N 0.0906
5. N 0.0896
6. O 0.0316

=====

# 4
An isolated molecule of C3H3ClN2OS in a non-equilibrium geometry, computed with ωB97M-V with the def2-TZVPD basis set.

Results
**Total charge**: 0
**Calculated total energy**: -31542.351 eV
**Structure (SMILES)**: On1[nH]c(Cl)cc1=S

Atoms and positions in Å:
C (0.461, -1.237, 0.510)
C (0.540, -0.119, 1.257)
C (-0.078, 0.947, 0.467)
H (-0.597, 1.913, -1.591)
H (-0.748, -1.595, -1.160)
H (0.972, -0.021, 2.237)
N (-0.577, 0.317, -0.620)
N (-0.064, -0.963, -0.728)
O (-0.849, 0.971, -1.806)
S (0.001, 2.619, 0.561)
Cl (0.940, -2.833, 0.873)

Atomic forces in eV per Å
0.20 0.04 0.08
-0.56 0.39 -0.13
0.86 0.29 0.30
-0.01 -0.40 0.11
0.53 0.04 0.33
0.02 0.11 -0.07
-0.15 0.32 -0.23
-0.88 -0.36 -0.85
0.30 0.00 0.52
-0.23 -0.57 0.01
-0.08 0.14 -0.07

Löwdin population analysis, charges in e, atoms 1 to 6:
1. C -0.7364
2. C -0.0648
3. C -0.7597
4. H 0.0484
5. H 0.1695
6. H 0.1132

=====

# 5
A cluster of 2 separate species, C3H3ClO2 in total in a non-equilibrium geometry, computed with ωB97M-V with the def2-TZVPD basis set.

Results
**Total charge**: 0
**Calculated total energy**: -19773.452 eV

Atoms and positions in Å:
C (0.066, 0.597, -1.093)
C (-1.275, -0.850, 0.645)
C (1.000, 0.435, 0.024)
O (-0.018, 1.024, -2.177)
O (-1.236, -0.387, 1.722)
Cl (-2.302, -2.128, 0.112)
H (0.756, 1.129, 0.900)
H (1.917, 0.834, -0.336)
H (1.091, -0.654, 0.205)

Atomic forces in eV per Å
-1.58 -0.74 0.27
0.42 1.75 -0.76
0.80 1.08 0.42
0.18 -0.37 1.07
-0.04 -0.31 0.15
-0.80 -1.04 -0.21
-0.26 -1.60 -1.03
1.39 0.24 -0.29
-0.12 0.98 0.38

Löwdin population analysis, charges in e, atoms 1 to 6:
1. C -0.1885
2. C -0.7721
3. C -0.0894
4. O 0.1657
5. O -0.0119
6. Cl 0.5999

=====

# 6
A cluster of 2 separate species, C3H3ClO2 in total in a non-equilibrium geometry, computed with ωB97M-V with the def2-TZVPD basis set.

Results
**Total charge**: 0
**Calculated total energy**: -19775.018 eV
**Structure (SMILES)**: C=C=O.O=CCl

Atoms and positions in Å:
C (-0.730, -0.626, 0.519)
C (-1.507, 0.384, 0.335)
C (1.142, 0.363, -0.709)
O (-2.091, 1.401, 0.162)
O (1.124, 1.532, -0.809)
Cl (2.427, -0.328, 0.350)
H (-1.030, -1.582, 0.205)
H (-0.075, -0.673, 1.377)
H (0.740, -0.470, -1.429)

Atomic forces in eV per Å
0.32 -1.10 1.34
-2.16 4.31 -0.18
1.31 -1.59 -1.97
1.38 -2.84 0.24
-1.03 0.50 -0.17
-0.10 -0.46 0.19
-0.38 -1.01 -0.81
0.05 0.49 0.03
0.61 1.70 1.34

Löwdin population analysis, charges in e, atoms 1 to 6:
1. C -0.0597
2. C -0.2294
3. C -0.7468
4. O 0.1821
5. O 0.0136
6. Cl 0.5597

=====

# 7
An isolated molecule of C3H3ClO2 in a non-equilibrium geometry, computed with ωB97M-V with the def2-TZVPD basis set.

Results
**Total charge**: 0
**Calculated total energy**: -19772.330 eV
**Structure (SMILES)**: C[C@]12O[C@@]1(Cl)O2

Atoms and positions in Å:
C (-0.048, 0.394, -0.232)
C (-1.089, -0.119, -1.068)
C (0.846, 0.001, 0.938)
O (0.160, 0.275, -1.664)
O (-1.306, 1.086, -0.405)
Cl (-1.991, -1.522, -1.114)
H (0.746, -0.946, 1.454)
H (0.907, 0.821, 1.692)
H (1.774, 0.010, 0.399)

Atomic forces in eV per Å
-1.98 -2.21 -0.40
2.79 0.41 2.02
-0.10 1.97 -0.75
0.46 -0.27 -0.58
-0.97 1.32 0.81
-0.27 -0.20 -0.36
-0.69 -0.23 -0.35
-0.19 -0.57 -0.64
0.96 -0.22 0.25

Löwdin population analysis, charges in e, atoms 1 to 6:
1. C -0.3548
2. C -0.8670
3. C 0.0357
4. O 0.0548
5. O 0.0657
6. Cl 0.8049

=====

# 8
An isolated molecule of C3H3ClOS in a non-equilibrium geometry, computed with ωB97M-V with the def2-TZVPD basis set.

Results
**Total charge**: 0
**Calculated total energy**: -28561.906 eV
**Structure (SMILES)**: O=C[C@@H](Cl)C=S

Atoms and positions in Å:
C (-0.341, 0.154, -0.430)
C (-0.497, -1.072, 0.483)
C (0.970, 0.625, 0.154)
H (-0.297, -0.208, -1.447)
H (-1.635, -1.341, 0.239)
H (0.774, 0.698, 1.337)
O (0.392, -1.643, 0.978)
S (2.078, 1.252, -0.952)
Cl (-1.444, 1.535, -0.362)

Atomic forces in eV per Å
2.47 -0.10 1.86
-5.90 0.84 -3.75
0.62 2.82 -1.24
0.14 -0.01 -0.28
1.60 -0.94 1.76
1.60 0.19 -2.64
1.11 -1.08 1.27
-1.17 -1.16 2.72
-0.48 -0.56 0.31

Löwdin population analysis, charges in e, atoms 1 to 6:
1. C -0.8005
2. C -0.3278
3. C -0.6769
4. H 0.0949
5. H 0.1522
6. H 0.1372

=====

# 9
An isolated molecule of C3H3ClS2 in a non-equilibrium geometry, computed with ωB97M-V with the def2-TZVPD basis set.

Results
**Total charge**: 0
**Calculated total energy**: -37350.877 eV
**Structure (SMILES)**: S=C(S)/C=C\Cl

Atoms and positions in Å:
C (-1.142, 0.390, -0.267)
C (-0.158, -0.647, 0.003)
C (1.143, -0.706, 0.094)
H (0.406, 1.959, 0.301)
H (-0.598, -1.697, 0.241)
H (1.632, -1.557, 0.636)
S (-0.830, 2.031, -0.087)
S (-2.676, -0.229, -0.426)
Cl (2.223, 0.457, -0.495)

Atomic forces in eV per Å
-1.30 -2.30 0.29
-1.36 -2.69 0.74
1.58 -0.93 0.88
1.24 -0.11 0.27
0.36 2.21 -0.19
-0.44 0.77 -1.05
-1.21 1.41 -0.45
0.32 0.97 -0.39
0.80 0.67 -0.10

Löwdin population analysis, charges in e, atoms 1 to 6:
1. C -1.2254
2. C -0.3554
3. C -0.5994
4. H -0.1805
5. H 0.1239
6. H 0.0947

=====

# 10
A structure of composition C3H3CrO4 in a non-equilibrium geometry, computed with ωB97M-V with the def2-TZVPD basis set.

Results
**Total charge**: +1
**Calculated total energy**: -39762.228 eV
**Spin multiplicity**: 5

Atoms and positions in Å:
C (1.417, -0.528, -0.185)
C (2.413, -0.844, 0.911)
O (3.555, -1.186, 0.709)
O (0.135, -0.877, 0.157)
H (1.783, -1.053, -1.092)
H (2.015, -0.747, 1.950)
Cr (-1.515, -0.342, -0.004)
O (-3.005, 0.866, -0.367)
O (-4.570, 2.446, -0.995)
C (-3.758, 1.706, -0.674)
H (1.529, 0.560, -0.408)

Atomic forces in eV per Å
1.76 0.27 -1.28
1.10 -0.47 0.70
-1.35 0.49 -0.02
-0.51 -0.05 0.25
-0.38 0.15 0.35
0.07 -0.01 -0.25
0.72 -0.96 0.32
-0.07 0.42 0.06
0.95 -0.35 0.35
-2.04 0.92 -0.72
-0.25 -0.41 0.23

Löwdin population analysis, charges in e, atoms 1 to 6:
1. C -0.2624
2. C -0.2248
3. O 0.0891
4. O -0.3359
5. H 0.1433
6. H 0.1355

=====

# 11
A structure of composition C3H3CsFO2 in a non-equilibrium geometry, computed with ωB97M-V with the def2-TZVPD basis set.

Results
**Total charge**: -1
**Calculated total energy**: -10514.623 eV

Atoms and positions in Å:
C (-0.910, 0.924, 0.623)
C (-0.457, 0.375, -0.711)
O (-1.285, -0.737, -1.288)
C (-0.142, -1.134, -0.887)
H (-1.550, 0.139, 1.104)
H (-1.675, 1.713, 0.403)
H (-0.271, 1.089, -1.521)
O (0.118, 1.313, 1.437)
F (2.960, -0.545, 1.297)
Cs (3.213, -3.137, -0.456)

Atomic forces in eV per Å
0.83 0.30 1.92
0.46 -1.01 -0.12
-1.01 -0.79 -0.30
0.32 1.86 -0.10
-0.05 -0.38 -0.23
-0.03 0.33 -0.28
0.53 -0.37 0.32
-1.27 0.05 -1.29
0.77 -1.54 -0.79
-0.56 1.55 0.87

Löwdin population analysis, charges in e, atoms 1 to 6:
1. C -0.5419
2. C -0.2271
3. O -0.0778
4. C 0.0046
5. H 0.0791
6. H 0.0716

=====

# 12
An isolated molecule of C3H3F in a non-equilibrium geometry, computed with ωB97M-V with the def2-TZVPD basis set.

Results
**Total charge**: 0
**Calculated total energy**: -5871.356 eV

Atoms and positions in Å:
C (1.100, -1.156, 0.113)
C (0.396, 0.001, -0.038)
C (-0.887, 0.597, -0.019)
F (-1.093, 1.864, 0.044)
H (0.811, -2.085, -0.472)
H (1.345, 0.684, -0.266)
H (-1.671, 0.096, 0.638)

Atomic forces in eV per Å
-1.28 -1.40 -0.69
1.81 2.37 -1.05
0.25 -4.12 2.56
0.28 2.51 -0.63
0.25 0.84 0.75
-2.10 -0.36 0.43
0.79 0.15 -1.37

Löwdin population analysis, charges in e, atoms 1 to 6:
1. C 0.0764
2. C -0.2547
3. C -0.1900
4. F 0.0520
5. H 0.0369
6. H 0.1486

=====

Q: Number 4 is which compound?
A: C3H3ClN2OS